Here is one molecule with the formula C3H5NOS in a non-equilibrium geometry from the OMol25 dataset. Energies are from ωB97M-V with the def2-TZVPD basis set.

The geometry in XYZ format:
```
11
Properties=species:S:1:pos:R:3:mulliken_charge:R:1
C 0.010 0.158 0.638 -0.27
C 2.320 -0.022 1.521 -0.24
C -0.441 -0.787 -0.347 -0.75
N 1.244 0.129 1.020 -0.08
O -1.498 -0.414 -2.857 -0.52
S -0.368 0.027 -2.145 0.30
H -0.482 0.966 1.068 0.49
H 3.270 0.320 1.463 0.29
H 0.133 -1.578 -0.567 0.34
H -1.482 -1.157 -0.087 0.30
H -0.692 1.247 -1.487 0.13
```

- calculated total energy (eV) = -17559.9791
- LUMO level (eV) = 0.751
- energy above the lowest of the compared OMol25 structures with the same formula, charge and spin (kcal/mol) = 122.0
- HOMO-LUMO gap (eV) = 8.362


Here is one molecule with the formula C3H5NOS in a non-equilibrium geometry from the OMol25 dataset. Energies are from ωB97M-V with the def2-TZVPD basis set.

The geometry in XYZ format:
```
11
Properties=species:S:1:pos:R:3:mulliken_charge:R:1
C 1.135 -0.243 -0.723 -0.81
C -0.515 0.345 0.907 0.20
C -1.660 0.139 -0.036 0.05
H 0.686 -1.191 -1.007 0.30
H 0.915 0.091 -1.840 0.28
H 2.221 -0.608 -0.549 0.33
H 1.188 0.768 1.117 0.18
H -2.635 0.338 0.249 0.44
N 0.696 0.273 0.423 -0.11
O -1.368 -0.506 -1.136 -0.51
S -0.663 0.594 2.594 -0.34
```

- calculated total energy (eV) = -17562.1527
- LUMO level (eV) = -1.279
- energy above the lowest of the compared OMol25 structures with the same formula, charge and spin (kcal/mol) = 71.8
- SMILES string = CNC(=S)C=O
- HOMO-LUMO gap (eV) = 7.537


Here is C3H5NOS as an isolated structure in a non-equilibrium geometry from the OMol25 dataset. Energies are from ωB97M-V with the def2-TZVPD basis set.

The geometry in XYZ format:
```
11
Properties=species:S:1:pos:R:3:mulliken_charge:R:1
C -0.394 -1.015 -0.137 0.51
C 0.209 1.441 -0.747 -0.57
C -0.548 0.466 0.069 -0.25
N 0.430 -1.592 0.760 -0.36
O -0.902 -1.592 -1.070 -0.49
S 0.734 1.364 0.976 -0.06
H 0.948 1.075 -1.447 0.28
H -0.279 2.358 -1.047 0.35
H -1.733 1.109 0.486 0.23
H 0.827 -1.062 1.517 0.13
H 0.708 -2.551 0.640 0.22
```

- calculated total energy (eV) = -17558.4789
- LUMO level (spin up / spin down) (eV) = 0.518 / -3.909
- energy above the lowest of the compared OMol25 structures with the same formula, charge and spin (kcal/mol) = 50.7
- 2S+1 = 3
- ⟨S²⟩ = 2.02
- HOMO-LUMO gap (spin up / spin down) (eV) = 4.930 / 5.265


Here is one molecule with the formula C3H5NOS2 in a non-equilibrium geometry from the OMol25 dataset. Energies are from ωB97M-V with the def2-TZVPD basis set.

The geometry in XYZ format:
```
12
Properties=species:S:1:pos:R:3:mulliken_charge:R:1
C 1.044 -0.170 0.433 0.31
C -0.123 -1.173 0.117 -0.60
C -0.043 0.953 0.178 0.00
H 2.272 0.768 -0.627 0.34
H 1.335 -0.178 1.542 0.22
H -0.391 -1.969 0.852 0.26
H 0.054 -1.636 -0.815 0.27
H -2.595 0.696 -1.364 0.15
N -0.998 0.042 0.111 -0.01
O 2.127 -0.194 -0.453 -0.51
S -2.661 0.255 -0.036 -0.13
S -0.019 2.605 0.062 -0.31
```

- calculated total energy (eV) = -28398.4375
- LUMO level (eV) = 0.314
- energy above the lowest of the compared OMol25 structures with the same formula, charge and spin (kcal/mol) = 41.4
- SMILES string = O[C@@H]1CN(S)C1=S
- HOMO-LUMO gap (eV) = 9.075


Here is C3H5NOSe as an isolated structure in a non-equilibrium geometry from the OMol25 dataset. Energies are from ωB97M-V with the def2-TZVPD basis set.

The geometry in XYZ format:
```
11
Properties=species:S:1:pos:R:3:mulliken_charge:R:1
C -0.647 -0.201 1.718 0.21
C -0.964 -0.960 0.564 -0.47
C -1.443 1.475 0.221 -0.29
N -1.109 1.147 1.482 -0.09
O -0.080 -0.575 2.730 -0.66
Se -1.495 -0.017 -0.870 0.17
H 1.710 -1.979 -0.639 -0.19
H -0.644 -2.037 0.470 0.43
H -2.015 2.382 -0.085 0.38
H 2.466 -1.711 -0.780 0.20
H -0.862 1.826 2.313 0.32
```

- calculated total energy (eV) = -72073.0580
- LUMO level (spin up / spin down) (eV) = -0.168 / -0.167
- energy above the lowest of the compared OMol25 structures with the same formula, charge and spin (kcal/mol) = 49.6
- HOMO-LUMO gap (spin up / spin down) (eV) = 7.488 / 7.489


Here is a 2-piece molecular cluster, C3H5NOSi overall in a non-equilibrium geometry from the OMol25 dataset. Energies are from ωB97M-V with the def2-TZVPD basis set.

The geometry in XYZ format:
```
11
Properties=species:S:1:pos:R:3:mulliken_charge:R:1
C 1.505 -0.293 -0.047 -0.25
C 1.595 -0.677 1.193 -0.25
C -0.474 -0.725 0.808 0.09
N 0.095 -0.378 -0.385 -0.34
O 0.431 -1.012 1.734 -0.28
Si -2.136 1.018 -1.893 0.13
H 2.235 -0.038 -0.819 0.34
H 2.441 -0.885 1.710 0.44
H -2.570 1.706 -0.603 -0.08
H -1.639 -0.818 1.106 0.28
H -1.483 2.102 -2.804 -0.07
```

- calculated total energy (eV) = -14603.0916
- LUMO level (eV) = -0.157
- energy above the lowest of the compared OMol25 structures with the same formula, charge and spin (kcal/mol) = 47.5
- HOMO-LUMO gap (eV) = 7.548


Here is C3H5NS as an isolated structure in a non-equilibrium geometry from the OMol25 dataset. Energies are from ωB97M-V with the def2-TZVPD basis set.

The geometry in XYZ format:
```
10
Properties=species:S:1:pos:R:3:mulliken_charge:R:1
C 1.320 -0.412 -0.077 -0.60
C 0.266 -1.245 0.008 -0.17
C 0.681 0.912 0.258 -0.36
N -1.975 0.165 -0.725 -0.60
S -1.007 -0.078 0.467 0.12
H 2.341 -0.741 -0.205 0.36
H -0.066 -2.193 -0.216 0.45
H 0.904 1.388 1.256 0.24
H 0.476 1.819 -0.341 0.33
H -2.940 0.386 -0.425 0.24
```

- calculated total energy (eV) = -15513.8293
- LUMO level (eV) = 0.788
- energy above the lowest of the compared OMol25 structures with the same formula, charge and spin (kcal/mol) = 70.2
- HOMO-LUMO gap (eV) = 9.305


Here is one molecule with the formula C3H5NS in a non-equilibrium geometry from the OMol25 dataset. Energies are from ωB97M-V with the def2-TZVPD basis set.

The geometry in XYZ format:
```
10
Properties=species:S:1:pos:R:3:mulliken_charge:R:1
C 0.296 -0.275 0.332 -0.01
C -0.927 0.121 0.150 0.10
C -2.208 0.452 0.131 -0.77
N 1.597 0.300 -0.170 -0.49
S 3.507 -0.002 0.139 -0.07
H 0.633 -1.192 0.785 0.33
H 3.433 -0.769 -0.832 0.14
H -2.786 -0.036 -0.787 0.17
H -2.799 0.783 0.885 0.34
H 1.625 1.297 -0.223 0.27
```

- calculated total energy (eV) = -15513.0132
- LUMO level (eV) = -0.210
- energy above the lowest of the compared OMol25 structures with the same formula, charge and spin (kcal/mol) = 89.0
- SMILES string = C=C=CNS
- HOMO-LUMO gap (eV) = 8.241


Here is one molecule with the formula C3H5NS in a non-equilibrium geometry from the OMol25 dataset. Energies are from ωB97M-V with the def2-TZVPD basis set.

The geometry in XYZ format:
```
10
Properties=species:S:1:pos:R:3:mulliken_charge:R:1
C 0.551 0.143 0.406 0.06
C 1.949 -0.376 0.388 -0.40
C -1.689 0.074 -0.573 -0.68
N -0.230 -0.118 -0.556 -0.39
S 3.148 0.158 1.375 -0.21
H 0.396 0.749 1.235 0.40
H 1.988 -1.124 -0.288 0.38
H -1.868 0.747 -1.444 0.25
H -2.109 0.731 0.189 0.32
H -2.136 -0.983 -0.734 0.26
```

- calculated total energy (eV) = -15515.2557
- LUMO level (eV) = -1.007
- energy above the lowest of the compared OMol25 structures with the same formula, charge and spin (kcal/mol) = 37.3
- SMILES string = C/N=C/C=S
- HOMO-LUMO gap (eV) = 8.054


Here is one molecule with the formula C3H5NS in a non-equilibrium geometry from the OMol25 dataset. Energies are from ωB97M-V with the def2-TZVPD basis set.

The geometry in XYZ format:
```
10
Properties=species:S:1:pos:R:3:mulliken_charge:R:1
C -1.609 -0.739 -0.010 -0.54
C 2.103 1.058 0.520 -0.25
C -1.262 -0.597 -1.282 -0.26
N 1.140 0.545 -0.115 -0.23
S 0.567 0.476 -1.599 -0.04
H -2.466 -1.305 0.279 0.29
H -0.791 -0.492 0.638 0.30
H 2.154 1.083 1.616 0.24
H 3.122 1.336 0.007 0.18
H -1.885 -0.824 -2.162 0.30
```

- calculated total energy (eV) = -15514.0876
- LUMO level (eV) = 0.838
- energy above the lowest of the compared OMol25 structures with the same formula, charge and spin (kcal/mol) = 64.2
- SMILES string = C=CSN=C
- HOMO-LUMO gap (eV) = 9.371


Here is C3H5NS as an isolated structure in a non-equilibrium geometry from the OMol25 dataset. Energies are from ωB97M-V with the def2-TZVPD basis set.

The geometry in XYZ format:
```
10
Properties=species:S:1:pos:R:3:mulliken_charge:R:1
C 0.389 1.106 -0.006 -0.51
C 0.005 -0.214 0.117 0.41
C -1.298 -1.000 0.093 -0.98
N 1.794 0.878 0.105 -0.30
S 1.678 -0.821 -0.051 -0.08
H 0.161 2.092 0.285 0.33
H -1.201 -1.663 -0.709 0.31
H -1.562 -1.517 0.942 0.32
H -2.142 -0.251 -0.105 0.25
H 2.176 1.389 -0.670 0.26
```

- calculated total energy (eV) = -15514.8800
- LUMO level (eV) = 0.697
- energy above the lowest of the compared OMol25 structures with the same formula, charge and spin (kcal/mol) = 45.9
- HOMO-LUMO gap (eV) = 9.179


Here is one molecule with the formula C3H5NS in a non-equilibrium geometry from the OMol25 dataset. Energies are from ωB97M-V with the def2-TZVPD basis set.

The geometry in XYZ format:
```
10
Properties=species:S:1:pos:R:3:mulliken_charge:R:1
C -0.552 0.005 1.447 -0.66
C 0.426 0.562 0.772 0.32
C 0.063 -0.561 -1.388 -0.10
H -1.244 -0.748 0.907 0.03
H -0.940 0.196 2.525 0.22
H 0.757 1.773 1.025 0.17
H 1.492 0.758 -1.055 0.24
H 0.728 -1.221 -2.307 0.22
N 0.754 0.345 -0.571 -0.11
S -1.484 -1.109 -1.356 -0.31
```

- calculated total energy (eV) = -15514.2837
- LUMO level (eV) = 0.022
- energy above the lowest of the compared OMol25 structures with the same formula, charge and spin (kcal/mol) = 59.7
- SMILES string = C=CNC=S
- HOMO-LUMO gap (eV) = 8.420


Question: Look up the energy above the lowest of the compared OMol25 structures with the same formula, charge and spin of the seventh one.
Answer: 70.2 kcal/mol


Please write out number 1 again, unchanged.
Here is one molecule with the formula C3H5NOS in a non-equilibrium geometry from the OMol25 dataset. Energies are from ωB97M-V with the def2-TZVPD basis set.

The geometry in XYZ format:
```
11
Properties=species:S:1:pos:R:3:mulliken_charge:R:1
C 0.010 0.158 0.638 -0.27
C 2.320 -0.022 1.521 -0.24
C -0.441 -0.787 -0.347 -0.75
N 1.244 0.129 1.020 -0.08
O -1.498 -0.414 -2.857 -0.52
S -0.368 0.027 -2.145 0.30
H -0.482 0.966 1.068 0.49
H 3.270 0.320 1.463 0.29
H 0.133 -1.578 -0.567 0.34
H -1.482 -1.157 -0.087 0.30
H -0.692 1.247 -1.487 0.13
```

- calculated total energy (eV) = -17559.9791
- LUMO level (eV) = 0.751
- energy above the lowest of the compared OMol25 structures with the same formula, charge and spin (kcal/mol) = 122.0
- HOMO-LUMO gap (eV) = 8.362


Question: Which of these has the highest calculated total energy?
Answer: C3H5NOSi